134
Properties=species:S:1:pos:R:3:forces:R:3:mulliken_charge:R:1 method="wB97M-V/def2-TZVPD" homo_lumo_gap_ev="6.42 / 2.47" total_charge=+1 multiplicity=2 s_squared=0.7632
C 1.80334 3.37293 1.96597 0.020 0.072 0.363 0.263
C 0.81377 4.30527 1.46208 1.512 -1.466 0.191 0.195
N 0.00531 5.01270 1.10889 -1.635 1.505 -0.750 -0.534
H 2.54204 3.03379 1.23975 -0.181 0.332 -0.149 0.029
H 1.28032 2.48744 2.32718 0.134 0.086 0.211 -0.382
H 2.29095 3.90939 2.77994 0.231 -0.406 0.165 0.543
C 2.70442 -3.20341 0.41287 -0.439 1.782 -0.794 1.101
C 3.27854 -4.33998 -0.24282 1.759 -5.167 -1.290 -0.048
N 3.74164 -5.32270 -0.73622 -1.881 4.126 1.807 -0.589
H 1.66149 -3.19953 0.72968 0.054 -1.112 0.339 -0.253
H 2.57143 -2.53037 -0.43414 0.428 0.669 -0.013 -0.487
H 3.32646 -2.71240 1.16125 0.129 -0.237 -0.091 0.293
C 3.63683 6.71881 -1.25445 -0.353 0.508 0.120 -1.042
C 3.29993 5.31159 -1.49570 -0.278 -0.525 0.064 0.464
N 3.02533 4.19908 -1.65207 0.250 0.992 0.235 -0.369
H 4.68147 6.93573 -1.47753 -0.109 -0.126 0.022 0.342
H 3.39335 7.04417 -0.24304 0.339 -0.582 0.327 0.292
H 2.99836 7.41359 -1.80010 0.060 -0.370 -0.658 0.306
C 1.97275 -4.69882 -4.11028 -0.703 1.010 0.024 -1.220
C 1.63633 -3.50252 -3.24056 0.611 -2.619 -1.238 0.375
N 1.45139 -2.56907 -2.61393 -0.151 0.781 0.596 -0.197
H 2.10936 -5.66835 -3.63129 0.372 0.545 0.689 0.305
H 2.83577 -4.40266 -4.70659 0.063 -0.255 0.099 0.347
H 1.14864 -4.90720 -4.79257 -0.117 0.476 -0.089 0.376
N 2.52161 2.35940 -6.48924 0.260 -1.249 2.068 -0.038
C 2.48840 0.93587 -6.30921 -0.194 2.194 -1.256 -0.784
C 2.11262 0.68056 -5.00513 0.698 -1.350 -1.987 -0.558
C 2.00605 1.88737 -4.37956 -0.104 3.018 1.370 0.226
C 2.31571 2.94294 -5.24469 -0.881 -1.702 -0.495 -1.108
H 2.65421 2.92489 -7.31552 0.188 -0.643 -0.008 0.204
H 2.73094 0.36085 -7.19065 -0.190 -0.337 0.322 0.426
H 1.95865 -0.29745 -4.57364 0.004 0.036 -0.045 0.541
H 1.66782 2.02343 -3.36295 0.192 0.131 -0.038 0.721
H 2.26325 4.01451 -5.12065 -0.002 -0.167 0.064 0.430
N -5.01525 0.21634 -2.81002 -0.677 -0.169 -1.148 0.059
C -5.53215 -0.90322 -3.40352 0.080 -0.871 0.321 -0.527
C -4.72475 -1.97159 -3.05683 -0.349 0.105 0.133 -0.909
C -3.65281 -1.48571 -2.28591 -0.223 2.284 -0.077 0.092
C -3.84611 -0.06743 -2.19649 0.721 -1.855 0.532 -1.132
H -5.49774 1.10131 -2.87432 0.552 0.022 0.078 0.223
H -6.39584 -0.90042 -4.05193 -0.056 0.228 0.318 0.416
H -4.90296 -3.02278 -3.22895 -0.067 0.144 -0.403 0.392
H -2.83296 -2.09618 -1.93721 0.093 0.352 0.125 0.634
H -3.23998 0.73928 -1.81150 -0.006 -0.243 0.250 0.747
N 1.04582 -0.06278 -1.01710 -0.289 0.287 0.504 1.421
C -0.00538 -0.72730 -0.47711 -1.407 1.193 1.172 -0.360
C -0.86279 0.24345 0.10033 0.905 -1.295 -0.084 -0.267
C -0.25527 1.51140 -0.04893 0.609 -0.472 -0.994 -1.087
C 0.90216 1.28381 -0.79038 0.507 -0.325 0.593 -0.784
H 1.86909 -0.51428 -1.38922 -0.176 0.114 -0.309 -0.192
H -0.11550 -1.80013 -0.41952 0.201 0.118 -0.517 -0.729
H -1.78487 0.01734 0.61516 -0.067 0.014 -0.112 0.614
H -0.63977 2.48071 0.23213 -0.041 -0.098 0.075 1.058
H 1.72335 1.91918 -1.08762 -0.190 0.307 -0.054 0.696
N -0.56495 3.52984 -2.56844 -1.570 0.377 0.249 0.769
C -0.53614 4.90642 -2.61942 -1.098 0.072 -2.408 -0.613
C -1.48587 5.28317 -3.63507 2.016 0.388 2.059 -0.712
C -2.15730 4.13297 -4.03854 -0.045 -0.534 0.317 -0.692
C -1.62630 3.07441 -3.32988 0.013 0.120 -0.397 -0.676
H -0.15215 2.95386 -1.84875 0.016 0.257 -0.249 -0.207
H 0.18272 5.48217 -2.05536 -0.094 -0.096 -0.103 0.417
H -1.64042 6.27782 -4.02646 0.030 0.005 0.213 0.416
H -2.97797 4.12664 -4.74059 0.083 -0.281 0.043 0.450
H -2.01157 2.06571 -3.30801 0.546 -0.110 0.037 0.626
N 6.50546 -1.17621 -1.38333 -2.022 0.427 -0.927 -0.014
C 5.76334 0.00381 -1.59984 -0.218 -0.084 0.248 -1.304
C 4.78190 -0.22310 -2.56844 1.214 0.959 1.320 0.374
C 4.94708 -1.52606 -2.96515 0.271 -2.857 0.229 -0.614
C 5.93427 -2.14275 -2.19125 -0.422 0.678 -0.344 -0.740
H 7.07133 -1.44601 -0.59144 -0.014 0.584 -0.188 0.281
H 5.92442 0.91497 -1.04285 0.336 -0.159 -0.005 0.524
H 3.98901 0.40284 -2.95046 0.419 0.500 0.078 0.577
H 4.29561 -2.02677 -3.66606 0.199 -0.128 -0.049 0.463
H 6.19039 -3.18333 -2.05718 0.149 0.106 -0.327 0.429
N -0.67426 -7.14683 -1.05389 -1.714 2.040 -0.295 0.010
C -0.04969 -5.93095 -0.87154 0.608 -0.227 0.080 -1.120
C -0.98539 -4.89168 -0.92104 1.364 -1.046 0.174 1.037
C -2.22545 -5.50757 -1.15372 -0.470 0.519 -0.012 -1.006
C -2.01952 -6.84000 -1.25264 0.138 -2.041 -0.290 -0.654
H -0.24950 -8.05035 -1.20663 -0.031 0.362 0.151 0.217
H 1.01732 -6.02907 -0.73650 0.088 0.776 0.062 0.396
H -0.83718 -3.82292 -0.87417 0.323 -0.159 0.075 0.182
H -3.14940 -4.95574 -1.24434 -0.100 -0.324 -0.114 0.490
H -2.68169 -7.64661 -1.53068 -0.174 0.170 0.192 0.401
N -5.35806 3.99232 2.85661 0.583 1.083 -0.180 0.032
C -4.46377 4.85001 2.29524 -0.428 1.828 -0.172 -0.781
C -3.43408 4.16348 1.69969 -0.292 -0.028 0.159 -0.921
C -3.73434 2.82291 1.95328 -0.136 -1.998 0.372 1.198
C -4.90533 2.74401 2.66033 -0.778 -0.636 1.140 -1.078
H -6.10097 4.27146 3.48132 0.130 -0.126 -0.340 0.228
H -4.75096 5.88996 2.34445 0.544 0.133 -0.216 0.429
H -2.54882 4.46112 1.15735 -0.287 0.560 0.074 0.493
H -3.15398 1.93738 1.74016 0.242 0.253 -0.272 0.065
H -5.47456 2.05766 3.26968 0.472 -1.008 -0.627 0.368
N -1.77861 -3.05411 3.36025 3.000 -0.651 0.629 0.497
C -1.41280 -3.90498 4.38295 -2.224 -0.753 0.687 -0.460
C -0.07069 -3.79489 4.76405 -0.097 0.929 -1.177 -0.840
C 0.46360 -2.88981 3.85253 -0.363 -1.393 0.459 -0.309
C -0.63439 -2.49444 2.99425 0.600 1.080 -0.932 -0.713
H -2.61338 -2.99909 2.79435 -0.863 0.028 0.214 0.171
H -2.18710 -4.55798 4.75775 0.135 -0.096 0.221 0.516
H 0.43333 -4.34427 5.54542 -0.137 0.026 -0.123 0.544
H 1.52985 -2.75866 3.74157 -0.171 0.697 -0.264 0.611
H -0.62921 -1.85919 2.12086 0.289 0.222 -0.058 0.819
N 4.96594 0.29350 2.71556 -1.175 -0.643 -0.049 0.015
C 3.99745 0.49427 1.73555 0.577 0.883 -0.636 -1.242
C 2.74519 0.14199 2.19806 1.312 -0.049 0.176 1.715
C 3.00462 -0.30677 3.49112 -0.421 -1.357 1.620 -0.921
C 4.34587 -0.28639 3.79943 -0.725 0.746 -0.165 -1.195
H 5.95676 0.48253 2.66414 -0.333 0.031 -0.288 0.210
H 4.28868 0.98097 0.81647 -0.024 -0.209 -0.068 0.451
H 1.74341 0.13235 1.79463 0.302 0.346 -0.635 -0.141
H 2.22966 -0.69494 4.13544 0.114 0.142 0.284 0.627
H 4.80290 -0.51431 4.75104 0.287 0.028 -0.312 0.423
N -1.44168 0.78919 5.90710 0.537 -0.526 1.712 0.205
C -1.61432 2.05926 5.54850 -1.254 2.475 -0.181 -1.115
C -1.24486 2.21667 4.22721 0.239 0.229 0.280 -0.856
C -0.77005 0.96835 3.81751 0.981 -0.995 0.317 2.004
C -0.78481 0.15527 4.94022 -0.117 -1.898 -1.897 -1.786
H -1.52905 0.40523 6.83718 -0.087 0.369 -0.115 0.245
H -2.04343 2.75236 6.25693 0.074 0.112 -0.183 0.431
H -1.12589 3.09025 3.60344 -0.645 0.220 0.337 0.512
H -0.40188 0.72143 2.83267 0.131 -0.042 0.049 0.050
H -0.53055 -0.88033 5.11131 0.132 0.059 -0.252 0.294
N -3.90601 -0.51892 3.61740 -1.492 -0.691 -0.122 0.533
C -4.20592 -0.69095 2.28969 1.436 -0.004 -0.453 -0.383
C -4.61123 -2.01389 2.08220 0.493 2.824 -1.732 -0.709
C -4.65797 -2.56151 3.32836 -1.702 -2.601 1.718 -1.288
C -4.35135 -1.64095 4.27779 1.438 0.836 0.686 -0.548
H -3.53561 0.28714 4.10029 -0.090 0.255 -0.446 0.167
H -3.96815 0.08298 1.57493 -0.241 -0.088 0.012 0.583
H -4.92115 -2.35953 1.10707 0.067 -0.336 0.200 0.636
H -5.02717 -3.55919 3.51473 -0.064 -0.022 0.259 0.486
H -4.32798 -1.64853 5.35751 -0.011 -0.327 -0.106 0.489